[1]
ORCA calculation (the ωB97M-V functional and the def2-TZVPD basis) on a cluster of 2 separate species, C36H39N2 in total.

```
77
Properties=species:S:1:pos:R:3:forces:R:3
C 1.0412 -4.7008 0.5372 -0.02 0.70 -0.62
C -1.3001 0.7251 2.0655 -0.42 0.10 -0.08
C -1.2506 -5.3677 -2.9547 -0.23 0.37 -0.71
H 1.7491 -1.5038 2.3719 0.31 -0.08 -0.02
C 1.1447 1.0548 1.7915 -0.24 0.17 -0.22
C 4.6929 1.2248 2.7146 0.32 -0.12 0.17
C 2.7128 2.7051 2.2080 -0.71 0.03 -0.25
H -4.5742 0.5097 1.1397 0.24 -0.08 0.40
C 0.2812 -3.9380 -1.6607 -0.61 -0.30 -0.40
H -4.9327 3.7520 2.5150 0.09 -0.18 0.03
H 4.3259 4.0554 2.6861 -0.37 0.19 -0.03
H -5.4482 2.5882 3.7321 0.03 -0.01 -0.15
H 3.2004 -1.1256 3.3131 -0.10 0.11 -0.32
C -1.9205 0.4288 -1.7138 0.33 -0.80 -0.74
H -0.9143 -7.0882 -0.9299 0.17 0.25 0.09
H -5.8055 2.2920 2.0134 -0.03 0.11 0.15
C 1.3538 2.5019 1.8565 0.57 0.34 0.75
H 1.5078 -2.7768 -0.2993 -0.08 -0.31 -0.01
C -0.5105 -3.2540 -3.8642 0.38 0.10 0.53
C -2.5025 0.1317 1.5907 0.29 0.21 -0.51
H 0.0319 -0.6108 1.0026 -0.13 0.19 0.18
N 3.3087 1.4443 2.3306 -0.61 -0.96 0.04
H 0.7766 1.2717 -4.3806 -0.04 0.27 0.14
H -1.9380 -4.5582 -4.8330 0.19 -0.06 0.21
H 1.2866 -1.2912 -3.6284 0.00 -0.27 0.34
H -0.5299 -0.6223 -4.5737 -0.18 0.17 0.22
H -1.9397 2.5342 -2.0632 0.19 0.19 0.24
C -0.0464 0.3604 1.4993 0.54 -0.49 2.20
H -1.1408 2.0393 -0.5464 0.15 0.34 -0.08
H -1.9896 0.3211 -4.1709 0.28 -0.40 -0.01
C 0.9744 0.6999 -1.7252 0.21 0.50 0.16
C -1.4330 1.7222 3.0746 -0.12 0.37 -0.31
C -0.3726 -6.1507 -0.7877 0.36 0.02 0.62
C 3.2707 3.9582 2.4291 -0.29 0.32 -0.26
H -1.8255 -6.2911 -3.0312 0.10 0.23 -0.03
H 3.3256 -1.3922 1.5493 -0.09 0.17 0.24
C 0.5349 3.6168 1.6973 0.19 0.47 -0.08
C -0.9541 0.1015 -3.8729 -0.52 -0.64 1.21
C 1.0444 -1.6970 -2.6313 -0.06 -0.30 0.07
C -3.6959 0.8210 1.7113 -0.03 -0.28 0.16
H -0.7596 2.1781 -4.3333 0.30 0.05 -0.03
C 2.4262 5.0704 2.2711 0.12 -0.54 -0.05
H -0.5499 2.0667 3.6126 -0.25 -0.09 -0.19
H -2.8562 0.4995 -2.2837 0.08 -0.15 0.34
C -0.4509 -5.1706 -1.8056 0.31 0.65 0.08
N -1.0445 -0.4800 -2.4762 -1.04 0.07 -1.06
H 0.5730 2.7750 -2.2972 -0.13 -0.21 0.01
H 1.9868 -1.8774 -2.0982 -0.03 0.07 -0.30
H 1.6124 -4.5084 1.4469 -0.16 -0.11 -0.22
C 0.9847 -3.7234 -0.4520 0.25 -0.47 0.69
H 0.4412 5.7705 1.7867 0.20 -0.26 0.03
H -2.7615 3.0670 4.0969 0.03 -0.25 -0.26
H 0.4419 -6.6970 1.1298 -0.05 0.16 -0.19
C 2.6997 -0.9606 2.3468 -0.13 -0.64 -0.10
H -0.4947 -2.5522 -4.6988 -0.06 -0.25 0.27
C -5.0618 2.6815 2.7107 -0.33 0.03 -0.08
C 2.3978 0.4620 2.1151 0.49 1.17 -0.49
C 0.0869 1.7935 -2.3563 -0.10 -0.47 -0.23
C 1.0807 4.8946 1.9036 -0.09 -0.42 -0.08
C 0.2468 -2.9867 -2.7367 0.20 -0.19 -0.39
C -0.1707 1.3958 -3.8431 0.39 0.84 0.40
H 5.1736 2.2020 2.7810 0.04 -0.31 -0.02
C -2.6660 2.2941 3.3300 0.55 -0.12 0.13
H 2.8143 6.0795 2.4231 -0.10 -0.38 -0.02
H 1.9668 0.6602 -2.1928 -0.12 0.13 0.03
C -1.3035 -4.4145 -3.9592 0.11 -0.65 0.55
H 1.1091 0.8982 -0.6569 0.25 0.30 -0.32
H -2.4405 -0.8281 1.0709 -0.09 0.46 -0.11
H -2.1415 0.0001 -0.7324 0.10 -0.02 -0.36
H 4.7701 0.7292 3.6928 -0.13 0.18 -0.24
C 0.3738 -5.9306 0.3593 -0.38 -0.15 -0.47
H 0.0659 -1.0482 -0.8431 -0.04 -0.05 -0.40
C -3.7833 1.9296 2.5650 0.09 -0.06 -0.08
C 0.2622 -0.6440 -1.8518 -0.64 -0.23 -0.19
C -1.2709 1.7968 -1.6069 0.25 0.74 -0.12
H -0.5178 3.4787 1.4460 0.32 0.25 0.02
H 5.2203 0.6067 1.9739 -0.24 0.26 0.16
```
Forces are in eV/Å.

The value obtained for the lowest unoccupied orbital energy is -5.011 eV. As for the total charge: +1. The HOMO energy comes out at -9.793 eV. The value obtained for the frontier orbital gap is 4.78 eV.

---

[2]
ORCA calculation (the ωB97M-V functional and the def2-TZVPD basis) on a structure of composition C36H39N3O6ReS2Sb2SeTe.

```
91
Properties=species:S:1:pos:R:3:forces:R:3
S 0.9048 2.6427 -1.7284 -0.29 0.40 -0.24
H -4.4227 -2.3472 -0.5928 -0.02 0.01 -0.01
O 3.0049 1.7165 -1.2606 0.07 -0.21 0.04
Te -2.6871 -1.1575 1.0884 -0.43 -0.18 0.53
N -2.0638 -1.6497 -3.0078 -0.08 -0.17 0.31
H -2.0447 -2.8627 3.0741 -0.01 0.05 0.00
C 1.8768 3.7528 0.6325 -0.06 -0.06 0.06
H -4.2547 -3.7523 -4.4008 -0.01 0.00 0.00
C -3.9484 -3.5136 2.2599 0.06 0.04 -0.01
O -2.7475 0.7296 -1.2095 0.72 0.29 0.09
H -3.5281 -4.8249 3.9037 0.01 -0.02 -0.01
C -0.5063 0.9841 -4.8916 0.14 0.19 -0.06
H -3.8525 -2.2923 -6.3737 0.02 -0.01 -0.01
H 0.0355 7.1005 0.0202 0.02 0.02 0.00
H 5.1463 -0.2215 -0.3032 0.06 -0.02 0.05
C 2.0002 4.7961 1.5418 0.00 0.00 -0.01
C 4.3340 0.4542 1.5676 0.04 -0.02 -0.06
C 0.2193 -1.5900 4.6687 0.01 -0.03 0.05
C 0.5608 6.1696 0.1856 0.03 -0.01 0.02
H 0.3837 -2.6672 4.6981 0.00 0.00 0.00
Sb 2.4763 -0.1874 -0.7278 0.03 0.35 0.14
C -3.3364 -2.1189 -5.4376 -0.05 -0.02 0.03
S 1.5275 -4.4956 -0.0509 -0.08 0.14 0.00
H -5.8421 -5.6617 4.0713 -0.01 -0.01 0.00
C 5.1022 1.6195 1.5249 -0.04 0.01 -0.02
H 0.2175 1.7743 -4.7243 -0.03 -0.04 -0.06
H -5.2888 -1.1441 0.3622 0.00 -0.01 0.01
H -7.5760 -4.8211 2.5149 -0.01 0.01 0.01
C -1.1699 0.8516 -6.1369 0.08 -0.03 0.13
H 0.4148 1.8669 2.4430 0.01 0.02 -0.04
H -2.5666 -0.2321 -7.3324 0.00 -0.02 -0.01
H 4.1514 -0.7553 -2.7741 0.00 -0.04 -0.04
C 3.1569 -1.1127 -2.5129 -0.01 -0.08 -0.06
C 3.7172 1.0376 3.8186 -0.01 0.01 0.02
O -2.4729 2.8456 0.6006 0.22 -0.41 -0.53
C 0.4484 5.1466 -0.7372 0.08 0.07 -0.01
H 1.4317 6.7989 2.0434 0.00 0.00 0.00
O -1.0532 2.8586 -1.7186 0.12 -0.41 0.51
H 3.0316 -1.8518 2.1914 0.00 -0.03 0.02
C -2.5311 -3.0154 2.1128 0.03 -0.24 -0.01
C -2.0811 -0.1404 -6.3696 -0.09 -0.11 0.11
H 5.6577 1.8408 0.6209 0.02 0.00 -0.01
C -6.5606 -4.4538 2.4471 0.04 -0.01 0.02
C -2.4159 -1.0557 -5.3302 0.01 0.15 -0.29
H -0.1423 5.2738 -1.6341 -0.02 -0.03 0.02
H 4.3738 -1.4994 0.6397 0.04 -0.01 -0.02
C 1.3412 5.9954 1.3239 0.00 -0.03 -0.01
H 1.1131 1.4737 4.0305 -0.03 0.04 0.05
Re -1.2023 -0.8015 -1.2682 0.89 1.81 -2.15
H 4.5598 2.8313 4.6319 0.00 0.00 0.00
C -5.5867 -4.9293 3.3172 -0.03 0.01 -0.04
Se -1.7628 1.9141 -0.4925 -0.09 0.20 0.34
C 4.4917 2.1832 3.7675 -0.02 0.02 -0.03
C -0.7977 0.1212 -3.8657 -0.41 -0.42 -0.14
N -0.0432 -2.3910 -0.9787 -0.05 -0.35 0.45
H 3.1880 -2.1902 -2.3427 0.00 -0.01 -0.02
H 4.3493 3.0524 -2.0130 0.02 0.03 0.00
H 0.9041 -1.1072 5.3663 -0.03 0.00 0.04
C 2.7524 -1.0614 2.8851 0.01 0.16 -0.09
H 2.3901 2.8203 0.8160 0.04 -0.08 -0.05
C -2.9148 -2.6473 -3.1374 0.04 -0.09 -0.06
C 0.3542 1.2021 3.3007 0.05 0.09 -0.03
H 2.6196 4.6578 2.4171 0.00 -0.01 0.06
H 5.7992 3.3722 2.5400 0.00 0.01 0.00
C -4.2874 -4.4593 3.2231 0.00 -0.01 -0.05
H -6.9963 -3.1091 0.8358 -0.01 0.01 0.00
H 2.4483 -0.8971 -3.3113 0.02 -0.01 -0.03
H 3.8089 1.8243 -3.1729 0.02 -0.01 -0.02
C 0.5955 -3.2940 -0.5785 0.21 -0.11 -0.02
H -0.9387 1.5544 -6.9261 0.02 0.01 -0.01
N -0.2492 0.0987 -2.6008 -0.77 -0.36 0.97
C 3.6026 0.1672 2.7322 -0.06 -0.14 0.11
C 4.0849 2.0005 -2.1303 -0.10 0.01 0.07
H -1.9121 -3.6957 1.5264 0.00 -0.01 0.00
C 5.1847 2.4837 2.6028 -0.04 -0.01 0.01
C -4.9318 -3.0129 1.4068 0.01 0.02 0.04
H 3.1936 0.7905 4.7356 0.00 0.00 0.01
H -3.0830 -3.2587 -2.2596 -0.02 0.00 -0.01
H -0.8054 -1.3802 4.9771 -0.01 0.00 0.00
C -4.5536 -1.9448 0.4112 -0.18 -0.04 -0.04
H 4.9598 1.3930 -1.8842 0.05 0.00 -0.03
H -0.6378 1.2993 3.7432 0.00 0.01 0.00
C -1.7893 -0.8739 -4.0992 0.14 -0.11 0.18
Sb 0.5729 -0.8259 2.6879 0.10 -0.12 -0.06
C 4.3178 -0.4430 0.3689 0.02 -0.07 0.01
C -3.5687 -2.9192 -4.3504 0.02 0.05 -0.01
O -0.5647 0.8836 0.0916 -0.29 0.17 -0.22
H 2.8440 -1.4524 3.8984 0.08 -0.03 0.00
C 1.1052 3.9423 -0.5030 -0.09 0.10 -0.12
C -6.2339 -3.4956 1.5015 0.02 0.01 0.00
O 1.1980 3.2925 -3.0005 -0.13 -0.26 0.28
```
Forces are in eV/Å.

The spin multiplicity is 2. The value obtained for the lowest unoccupied orbital energy (alpha / beta) is -1.228 / -0.932 eV. As for the expectation value of S²: 0.8218. As for the total charge: 0. The HOMO energy (alpha / beta) comes out at -7.531 / -7.169 eV. The value obtained for the frontier orbital gap (alpha / beta) is 6.30 / 6.24 eV.

---

In kJ/mol, the energy above the lowest of the compared OMol25 structures with the same formula, charge and spin values for the records above are, in order, 128.8; 152.5.
In eV, the total energy values for the records above are, in order, -40938.94902; -164230.97344.